The following is a quantum chemistry calculation of an isolated ion of composition H4N2O2P and charge -1 in a non-equilibrium geometry, from OMol25.

Output
HOMO-LUMO gap ... 9.006 eV
SMILES ... NP(N)(=O)[O-]
Net charge ... -1
Relative energy (zero: lowest compared OMol25 entry of this formula, charge and spin) ... 67.8 kcal/mol
Highest occupied orbital energy ... -4.7 eV
E_LUMO ... 4.290 eV

Cartesian coordinates (Å):
N  1.9986  0.2380  0.0162
N  -1.8427  0.6511  -0.0426
O  -0.2627  -1.2697  0.7893
O  -0.1084  -0.6117  -1.7410
P  -0.0813  -0.2740  -0.2849
H  2.1388  -0.3598  -0.7422
H  1.9187  -0.2028  0.9811
H  -1.7281  1.7147  0.2442
H  -2.0331  0.1143  0.7800

=====

The following is a quantum chemistry calculation of C13H26NO3P2V as an isolated structure in a non-equilibrium geometry, from OMol25.

Output
HOMO-LUMO gap (alpha / beta) ... 7.641 / 8.554 eV
Expectation value of S² ... 2.4760
Net charge ... +2
Highest occupied orbital energy (alpha / beta) ... -16.0 / -16.0 eV
E_LUMO (alpha / beta) ... -8.356 / -7.464 eV
2S+1 ... 3

Cartesian coordinates (Å):
V  0.0741  0.1484  0.7470
P  2.1212  -0.9140  1.0055
C  2.3954  -1.3320  -0.7611
C  1.1089  -1.6383  -1.4719
N  -0.0247  -1.1314  -0.9456
C  -1.1975  -1.3503  -1.5767
C  -1.2669  -2.1210  -2.7314
C  -0.1087  -2.6595  -3.2785
C  1.0943  -2.4051  -2.6326
C  -2.4262  -0.7257  -0.9918
P  -2.0425  0.7606  0.0285
H  2.0399  -2.8164  -2.9707
H  -2.2372  -2.2424  -3.1975
H  -0.1391  -3.2551  -4.1748
H  -3.1146  -0.4006  -1.7836
H  -2.9600  -1.4212  -0.3264
H  2.9123  -0.4522  -1.1951
H  3.0708  -2.1947  -0.7951
H  1.7820  4.0719  -1.6404
O  2.4555  3.5551  -2.1608
H  2.4435  4.0404  -3.0025
H  -1.2940  4.9070  0.5341
O  -1.0146  5.5667  -0.1373
H  -1.4405  6.3803  0.1840
C  -2.2225  2.0875  -1.1833
H  -3.2084  2.0658  -1.6702
H  -2.0850  3.0417  -0.6573
H  -1.4305  1.9618  -1.9321
C  -3.5340  0.9121  1.0277
H  -3.3971  1.8371  1.6004
H  -4.4563  0.9734  0.4301
H  -3.5798  0.0501  1.7032
C  2.2077  -2.5492  1.7836
H  3.1461  -3.0609  1.5196
H  2.1690  -2.3737  2.8668
H  1.3482  -3.1551  1.4693
C  3.7083  -0.1847  1.4443
H  3.6431  0.0384  2.5143
H  4.5615  -0.8506  1.2524
H  3.8160  0.7389  0.8641
C  -0.2472  -0.4059  3.6903
C  -0.7709  -0.8633  2.3860
O  -1.5444  -1.7730  2.0943
H  0.5081  0.3903  3.5447
H  0.2116  -1.2542  4.2280
H  -1.0745  0.0031  4.2992

=====

The following is a quantum chemistry calculation of one molecule with the formula C3H7NO in a non-equilibrium geometry, from OMol25.

Output
HOMO-LUMO gap ... 10.087 eV
SMILES ... OC[C@H]1CN1
Net charge ... 0
Relative energy (zero: lowest compared OMol25 entry of this formula, charge and spin) ... 97.7 kcal/mol
Highest occupied orbital energy ... -9.1 eV
E_LUMO ... 1.014 eV

Cartesian coordinates (Å):
O  1.5364  0.4819  0.8552
C  1.1786  -0.6000  0.0411
C  -0.2053  -0.3553  -0.5921
C  -1.2251  0.0571  0.3466
N  -0.5261  1.0384  -0.7793
H  1.1942  1.2575  0.3738
H  1.0941  -1.4926  0.6742
H  1.9574  -0.8078  -0.7121
H  -0.4919  -1.0909  -1.3494
H  -0.9200  0.2912  1.3573
H  -2.2538  -0.2476  0.1411
H  -1.3985  1.3882  -0.2829

=====

Number 1: molecular weight 95.02 g mol⁻¹. Number 2: molecular weight 357.25 g mol⁻¹. Number 3: molecular weight 73.09 g mol⁻¹.